Entry 1:
The following is a DFT calculation (ωB97M-V with the def2-TZVPD basis set) of a structure of composition C31H40Cl2FeNP3S3Si.

Cartesian coordinates (Å):
S (-4.693, -0.867, -1.198)
H (3.113, 0.536, 1.267)
C (0.519, 5.035, 1.138)
H (-1.993, -1.080, 7.173)
H (0.833, -1.354, 5.887)
C (-4.305, -2.120, -5.871)
H (-3.003, 2.629, 1.702)
H (-1.132, -1.750, -3.699)
C (-1.783, 3.632, -1.067)
Cl (0.995, -1.971, 0.878)
Fe (-0.415, 0.449, 0.184)
C (2.120, 1.720, -2.237)
P (-1.028, 2.834, 0.377)
H (-5.266, -0.863, -4.426)
C (0.522, 3.748, 0.607)
C (-1.566, -0.083, 4.110)
P (1.750, 1.475, -0.475)
H (-0.269, 2.755, 6.626)
H (-1.076, -3.130, -5.744)
H (3.006, 2.345, -2.359)
S (-1.407, 0.057, -1.801)
H (3.826, 5.721, 0.960)
C (-3.327, 3.266, -4.619)
C (-1.991, -2.627, -5.460)
H (2.172, -3.654, -0.265)
H (-3.190, -1.213, 0.787)
H (-5.195, -2.226, -6.477)
C (-3.785, 1.462, -3.094)
H (2.291, 0.752, -2.705)
Cl (1.518, -2.234, -2.020)
H (0.029, 2.719, 4.885)
H (1.599, 0.060, 5.149)
H (-2.759, 3.675, -5.444)
C (-3.197, -1.209, -3.939)
Si (-0.767, 0.522, 5.719)
H (1.270, 2.196, -2.726)
C (1.278, -3.086, -0.488)
C (-2.121, 3.269, 1.755)
H (3.854, 3.459, 0.021)
H (-2.438, 4.309, 1.688)
P (-3.386, -0.189, -2.457)
H (-1.607, 3.090, 2.699)
H (-1.835, 4.711, -0.915)
C (1.703, 5.741, 1.272)
C (-3.127, -2.758, -6.241)
C (2.911, 3.890, 0.332)
H (-4.310, -1.765, 2.953)
H (-3.099, -3.361, -7.139)
H (-5.393, 1.765, -1.715)
C (-2.770, -0.781, 4.115)
C (-4.815, 2.198, -2.522)
H (-1.631, 2.833, 5.507)
H (-2.787, 3.232, -1.224)
C (2.900, 5.171, 0.862)
N (-1.611, -0.252, 1.711)
H (1.329, 0.009, 6.896)
C (-3.043, 1.995, -4.148)
C (0.905, -0.265, 5.926)
H (-1.191, 3.416, -1.956)
H (4.126, 1.307, 0.017)
C (-1.007, 0.144, 2.845)
H (-4.572, 5.001, -4.410)
H (-3.254, -0.993, 5.062)
C (3.242, 0.696, 0.198)
C (-1.889, 0.006, 7.111)
H (-5.899, 4.049, -2.556)
C (-2.021, -1.851, -4.307)
H (1.693, 6.737, 1.694)
C (-4.344, -1.349, -4.722)
H (-2.250, 1.410, -4.602)
C (-3.378, -1.219, 2.939)
H (0.410, -3.726, -0.582)
C (-5.093, 3.476, -2.996)
S (0.503, 0.948, 2.507)
C (-4.350, 4.009, -4.039)
H (-1.471, 0.348, 8.061)
C (1.729, 3.165, 0.208)
C (-2.767, -0.929, 1.743)
H (3.373, -0.266, -0.294)
H (-0.412, 5.489, 1.458)
C (-0.649, 2.382, 5.671)
H (-2.887, 0.441, 7.018)

Output
Orbital gap (alpha / beta): 8.64 / 6.69 eV
E: -5952.19609 Ha
E_HOMO (alpha / beta): -10.6404 / -10.6022 eV
Net charge: +1
ΔE to the lowest compared entry with this formula, charge and spin: 23.7 kcal/mol
Spin multiplicity: 6
Lowest unoccupied orbital energy (alpha / beta): -0.0734 / -0.1437 hartree

Entry 2:
The following is a DFT calculation (ωB97M-V with the def2-TZVPD basis set) of a cluster of 9 separate species, C31H40F8O27SSi in total at a distorted geometry.

Cartesian coordinates (Å):
O (-4.241, -3.578, -0.628)
C (-1.695, 4.976, 0.500)
O (1.735, 7.682, -3.492)
H (5.757, -10.762, 0.661)
H (-0.282, 3.312, 6.708)
C (3.291, 8.295, -5.039)
H (7.267, -10.384, 1.522)
F (2.250, -1.793, 0.595)
H (0.418, 5.885, -1.965)
O (2.268, 7.564, -5.685)
S (-6.000, 2.936, -1.940)
F (1.663, 3.676, 7.054)
H (0.997, 6.065, 7.185)
C (-3.363, 1.648, 3.759)
O (0.512, -9.920, -0.892)
C (-0.825, 4.847, 8.908)
H (-1.237, 6.749, -2.253)
C (1.726, -10.528, -1.013)
H (-1.871, 6.148, 0.471)
C (-2.918, 1.928, 5.154)
C (5.469, -9.740, 2.540)
H (3.661, 6.981, -3.337)
H (-1.251, 1.857, -0.967)
C (2.653, -1.277, -1.654)
H (2.588, -7.629, -1.776)
O (-0.908, 5.761, 7.893)
O (3.044, -5.703, -1.373)
C (1.869, -0.985, -0.420)
C (4.797, -4.664, -0.353)
C (2.546, 0.918, -1.292)
C (-3.366, 3.973, -2.073)
C (0.367, 3.996, 7.265)
C (-0.690, 5.703, -2.351)
H (4.345, -4.029, 0.416)
H (-0.468, 2.341, -2.621)
O (6.321, -8.766, 0.680)
O (-1.708, 2.629, 4.980)
H (-0.199, 5.610, 5.950)
H (-5.308, 5.183, -4.753)
C (-1.840, 3.274, 3.786)
O (-5.765, -5.266, -0.433)
O (4.595, -4.077, -1.623)
O (-7.347, 3.237, -1.239)
F (3.473, 8.903, -2.784)
C (-4.318, -2.362, -1.336)
O (-5.872, 3.511, -3.539)
C (6.146, -7.836, 1.668)
C (4.108, -5.979, -0.492)
O (-6.419, -3.171, -1.079)
O (-2.879, 2.773, 3.052)
O (0.101, 3.883, 8.645)
C (-5.468, 4.925, -3.599)
C (0.122, 5.439, 6.980)
H (-4.842, 4.409, -0.267)
C (-5.497, -4.104, -0.689)
C (-0.585, 2.692, -1.498)
H (4.384, -9.795, 2.406)
H (-3.263, 5.763, -3.546)
H (-6.297, 5.685, -3.229)
H (-4.341, 6.030, -1.953)
H (-2.634, 4.524, 1.071)
H (3.667, -1.630, -1.438)
O (2.659, -9.691, -1.561)
H (-5.889, -1.385, -0.213)
O (-1.123, 4.191, 3.421)
O (5.840, -8.418, 2.861)
F (-2.654, 0.779, 5.815)
H (-2.914, 0.739, 3.346)
H (-4.079, 2.653, -0.219)
O (2.240, 0.336, -0.099)
O (-1.503, 4.887, 9.921)
C (6.253, -10.031, 1.306)
H (-6.101, -1.329, -1.977)
O (0.254, 6.756, -4.962)
C (0.773, -8.544, -1.050)
C (3.488, -4.680, -2.156)
O (2.967, -4.346, -3.207)
H (4.274, 8.026, -5.434)
C (-4.058, 5.277, -2.835)
O (2.721, -0.012, -2.280)
H (4.737, -6.773, -0.910)
H (5.863, -4.774, -0.136)
H (2.157, -2.007, -2.299)
C (3.123, 7.894, -3.613)
O (6.245, -6.632, 1.499)
O (2.645, 2.122, -1.461)
H (-3.249, 3.033, -2.785)
H (0.784, -1.041, -0.555)
C (-5.734, -1.937, -1.146)
H (-4.035, -2.526, -2.382)
F (-0.292, -7.975, -1.659)
Si (-1.624, 4.346, -1.340)
H (3.128, 9.366, -5.200)
F (5.850, -10.547, 3.555)
C (1.970, -8.516, -1.939)
H (-0.681, 4.678, 1.021)
O (-5.856, 1.366, -2.019)
H (1.710, -8.573, -3.001)
C (1.326, 7.291, -4.732)
H (-0.598, 5.479, -3.500)
O (1.954, -11.675, -0.667)
F (-3.468, -1.480, -0.763)
F (3.589, -6.379, 0.691)
C (-4.482, 3.496, -0.923)
H (0.932, -8.084, -0.069)
H (0.480, 2.795, -0.982)
H (-4.450, 1.572, 3.676)
H (-3.618, 2.540, 5.733)

Output
Orbital gap: 10.20 eV
E: -4723.28056 Ha
SMILES: C[Si](C)(C)[C@@H]1CCOS(=O)(=O)C1.O=C1OC[C@@H](F)O1.O=C1OC[C@@H](F)O1.O=C1OC[C@@H](F)O1.O=C1OC[C@@H](F)O1.O=C1OC[C@@H](F)O1.O=C1OC[C@@H](F)O1.O=C1OC[C@@H](F)O1.O=C1OC[C@@H](F)O1
E_HOMO: -10.2435 eV
Net charge: 0
Spin multiplicity: 1
Lowest unoccupied orbital energy: -0.0015 hartree